[1]
This record from the OMol25 dataset describes a 3-piece molecular cluster, C5H12O overall in a non-equilibrium geometry. The level of theory is ωB97M-V/def2-TZVPD.

```
! wB97M-V def2-TZVPD RIJCOSX def2/J DEFGRID3
* xyz 0 1
C -1.7842 -0.9248 0.3721
C -1.0916 0.1131 -0.4499
C -0.8079 1.3162 0.0498
C 1.4897 1.7229 -0.1282
O 2.0975 0.7999 0.3550
C 1.2507 -1.5344 -0.0402
H -1.5128 -0.8578 1.4297
H -1.6666 -1.9539 0.0284
H -2.8413 -0.6523 0.2864
H -1.0162 -0.0593 -1.5236
H 0.5439 -0.7208 -0.2114
H -0.7825 2.1825 -0.5921
H -0.8010 1.4763 1.1240
H 1.3236 1.8336 -1.2166
H 1.2032 2.5973 0.4765
H 1.6332 -1.4553 0.9795
H 2.0703 -1.4273 -0.7512
H 0.6919 -2.4558 -0.1881
*
```

Properties
HOMO = -9.34 eV
SMILES = C=CC.C=O.C
Energy relative to the best compared isomer or geometry (same formula, charge and spin) = 294.0 kJ/mol
Kohn-Sham gap = 10.01 eV


[2]
This record from the OMol25 dataset describes C30H49FGdP2 as an isolated structure in a non-equilibrium geometry. The level of theory is ωB97M-V/def2-TZVPD.

```
! wB97M-V def2-TZVPD RIJCOSX def2/J DEFGRID3
* xyz 1 8
Gd -0.1627 0.2865 0.2161
C -0.6048 0.8582 2.3739
C 0.8786 0.7098 2.2273
C 0.1611 2.4811 0.7662
C -1.0148 1.9892 1.5242
C 1.3613 1.7233 1.2115
C -1.4049 0.2499 3.4938
H -1.0803 -0.7699 3.7702
H -2.4836 0.1821 3.2791
H -1.3114 0.8644 4.4118
C -2.3160 2.6975 1.5974
H -3.0640 2.1860 2.2212
H -2.7765 2.8697 0.6105
H -2.1801 3.6968 2.0470
C 0.2060 3.7244 -0.0660
H 0.5136 4.5966 0.5334
H -0.7768 3.9786 -0.4890
H 0.9068 3.6653 -0.9205
C 2.7106 2.3639 1.1347
H 2.8034 3.0983 1.9565
H 2.8558 2.9492 0.2111
H 3.6019 1.7171 1.2256
C 1.6394 0.2794 3.4026
H 1.4684 1.0030 4.2214
H 2.7269 0.2638 3.2693
H 1.3167 -0.6919 3.8173
C 1.3143 -3.1527 0.2330
C 1.2808 -2.9349 1.5668
C 2.2113 -3.6096 2.5228
C 3.6366 -3.0157 2.4390
C 3.7845 -1.9300 1.4035
C 3.8459 -2.2115 0.0914
C 3.7053 -3.6012 -0.4506
C 2.2524 -4.1240 -0.4118
H 2.2451 -4.6904 2.3199
H 4.3264 -3.8378 2.1906
H 1.8118 -3.5310 3.5532
H 2.2195 -5.0915 0.1078
H 0.7192 -2.6227 -0.5180
H 0.6173 -2.2295 2.0811
H 1.9015 -4.3430 -1.4379
H 4.1388 -3.6653 -1.4622
H 4.2430 -1.4733 -0.6162
H 4.3358 -4.2891 0.1323
H 4.0048 -2.6953 3.4268
H 4.1189 -0.9392 1.7467
P -2.3720 -1.0139 0.0850
C -3.8274 -0.0218 0.5182
H -4.7009 -0.6437 0.2986
H -3.9536 0.9063 -0.0540
H -3.8671 0.2398 1.5791
C -2.8675 -1.7312 -1.4849
H -3.8942 -2.1030 -1.3628
H -2.2360 -2.5736 -1.7885
H -2.8695 -1.0103 -2.3121
C -2.6996 -2.3780 1.2229
H -2.1143 -3.2767 0.9911
H -3.7619 -2.6432 1.1087
H -2.5344 -2.1245 2.2824
P 1.0111 0.3799 -2.0517
C 2.5505 1.3543 -2.0980
H 3.0915 1.0200 -2.9935
H 3.2231 1.2874 -1.2412
H 2.3496 2.4361 -2.2205
C 1.0221 -1.0021 -3.2052
H 1.8873 -1.6555 -3.0636
H 1.1121 -0.6124 -4.2312
H 0.1040 -1.6162 -3.1789
C 0.3165 1.5014 -3.3070
H 1.0429 1.5853 -4.1206
H 0.1439 2.5194 -2.9410
H -0.6117 1.1219 -3.7346
F -4.4339 4.1628 -4.1742
C -3.8106 3.2429 -3.3807
C -4.3918 2.0279 -3.1070
C -3.7198 1.1017 -2.2800
C -2.5052 1.2913 -1.7155
C -2.0050 2.5446 -2.0076
C -2.5766 3.5519 -2.8350
H -5.3723 1.7873 -3.5085
H -4.3378 0.2382 -2.0956
H -1.0123 2.6436 -1.5521
H -2.0669 4.4773 -3.0053
*
```

Properties
HOMO (spin up / spin down) = -10.12 / -10.16 eV
Energy relative to the best compared isomer or geometry (same formula, charge and spin) = 0.0 kJ/mol
Kohn-Sham gap (spin up / spin down) = 6.82 / 4.97 eV


[3]
This record from the OMol25 dataset describes C23H50MnNO6P2Si as an isolated structure in a non-equilibrium geometry. The level of theory is ωB97M-V/def2-TZVPD.

```
! wB97M-V def2-TZVPD RIJCOSX def2/J DEFGRID3
* xyz 1 6
Mn -0.1021 0.0590 -1.6414
P 2.0198 -1.1716 -1.5343
C 2.2514 -1.5170 -3.3096
C 0.9467 -1.8252 -4.0188
N -0.1797 -1.2576 -3.5232
C -1.3580 -1.5455 -4.1235
C -1.4456 -2.4188 -5.2105
C -0.2835 -2.9738 -5.7585
C 0.9328 -2.6582 -5.1408
C -2.6248 -0.9512 -3.5429
P -2.3424 0.5520 -2.5266
H 1.8849 -3.0728 -5.4838
H -2.4396 -2.6293 -5.6137
H -0.3262 -3.6317 -6.6347
H -3.3252 -0.6721 -4.3437
H -3.1297 -1.7070 -2.9171
H 2.7217 -0.6203 -3.7606
H 2.9484 -2.3617 -3.3979
H 1.4065 3.8446 -3.9126
O 1.7910 3.0797 -4.3857
H 2.2959 3.4794 -5.1191
H -1.1583 4.4530 -1.6789
O -0.9640 4.8674 -2.5418
H -1.4140 5.7378 -2.5096
C -2.3799 1.8681 -3.7737
H -3.3624 1.8567 -4.2646
H -2.1914 2.8524 -3.3245
H -1.6000 1.6817 -4.5241
C -3.8257 0.7289 -1.4942
H -3.7376 1.6306 -0.8702
H -4.7142 0.8287 -2.1357
H -3.9589 -0.1440 -0.8367
C 1.9538 -2.8057 -0.7554
H 2.9140 -3.3194 -0.9129
H 1.7650 -2.6789 0.3196
H 1.1467 -3.4039 -1.2014
C 3.5614 -0.4127 -0.9661
H 3.5002 -0.1928 0.1100
H 4.3987 -1.1036 -1.1495
H 3.7376 0.5266 -1.5120
C 0.9343 3.9018 1.9762
C 1.6317 2.6498 2.4915
C 2.7254 2.2541 1.5167
C 2.2273 2.9811 3.8577
O 0.6575 1.5901 2.6621
Si -0.0031 0.3607 1.7698
O -0.2629 0.6769 0.2285
O 1.0251 -0.9433 1.8774
C 1.3803 -1.6359 3.1232
C 0.7692 -3.0267 3.0865
C 2.8953 -1.7824 3.1752
C 0.8815 -0.8646 4.3285
O -1.3397 0.0351 2.6917
C -2.6532 -0.5558 2.5331
C -2.6613 -1.5801 1.4131
C -3.0502 -1.2003 3.8587
C -3.6606 0.5440 2.2150
H 1.6458 4.7379 1.9502
H 0.1146 4.1808 2.6468
H 0.5530 3.7415 0.9622
H 3.4464 3.0808 1.4690
H 3.2530 1.3494 1.8365
H 2.3114 2.0778 0.5177
H 1.4404 3.2795 4.5628
H 2.7919 2.1400 4.2814
H 2.9162 3.8308 3.7487
H 1.1443 -3.5654 2.2075
H 1.0749 -3.5837 3.9848
H -0.3278 -2.9795 3.0548
H 3.3863 -0.8018 3.2360
H 3.1753 -2.3667 4.0654
H 3.2558 -2.3296 2.2937
H 1.3005 0.1447 4.3483
H -0.2073 -0.7630 4.3110
H 1.1831 -1.4138 5.2302
H -1.9380 -2.3796 1.6047
H -3.6740 -2.0019 1.3463
H -2.3990 -1.1014 0.4633
H -3.0374 -0.4610 4.6702
H -4.0745 -1.5863 3.7626
H -2.3891 -2.0345 4.1307
H -3.6877 1.2595 3.0455
H -3.4043 1.0630 1.2826
H -4.6636 0.1061 2.1028
*
```

Properties
HOMO (spin up / spin down) = -10.57 / -11.29 eV
Energy relative to the best compared isomer or geometry (same formula, charge and spin) = 0.0 kJ/mol
Kohn-Sham gap (spin up / spin down) = 7.78 / 8.32 eV


[4]
This record from the OMol25 dataset describes C11H19MnN3O6P as an isolated structure in a non-equilibrium geometry. The level of theory is ωB97M-V/def2-TZVPD.

```
! wB97M-V def2-TZVPD RIJCOSX def2/J DEFGRID3
* xyz 2 5
O -0.6644 -3.3264 -2.1617
C -0.1843 -2.4000 -2.6681
Mn 0.9312 -0.9547 -3.2586
O 2.9295 -2.1474 -1.3736
C 2.1948 -1.7221 -2.1664
C 1.8992 0.5547 -2.9049
O 2.4845 1.4953 -2.5556
C -0.1898 0.6015 -3.6568
O -0.5423 1.7239 -3.7140
C 1.5200 -1.3857 -4.8950
O 1.7992 -1.6368 -5.9971
H -0.6746 -0.4864 -3.9095
C 0.1802 2.8063 0.1869
N -0.2932 1.8184 1.1538
C -0.5745 2.3209 2.4914
P -0.2884 0.2001 0.7773
O -0.0029 0.0205 -0.6707
N 0.7788 -0.5526 1.8214
C 1.0729 -1.9767 1.6278
C 1.8974 0.2070 2.3808
N -1.8272 -0.3080 1.2808
C -2.9501 0.4758 0.7470
C -2.1140 -1.7421 1.2353
H 1.2775 2.9113 0.2235
H -0.2778 3.7741 0.4248
H -0.1045 2.5082 -0.8306
H -1.1076 3.2740 2.3937
H -1.2069 1.6234 3.0518
H 0.3496 2.5014 3.0591
H 0.7305 -2.3436 0.6490
H 2.1581 -2.1335 1.6857
H 0.5953 -2.5710 2.4200
H 2.0879 1.1285 1.8107
H 1.6972 0.4804 3.4264
H 2.8027 -0.4113 2.3535
H -3.1076 0.3115 -0.3327
H -3.8549 0.1551 1.2772
H -2.7914 1.5431 0.9268
H -1.8825 -2.1934 0.2536
H -1.5615 -2.2768 2.0116
H -3.1860 -1.8668 1.4255
*
```

Properties
HOMO (spin up / spin down) = -14.90 / -15.59 eV
Kohn-Sham gap (spin up / spin down) = 8.42 / 4.72 eV


[5]
This record from the OMol25 dataset describes C6H14NO as an isolated structure in a non-equilibrium geometry. The level of theory is ωB97M-V/def2-TZVPD.

```
! wB97M-V def2-TZVPD RIJCOSX def2/J DEFGRID3
* xyz -1 1
C -3.6011 -2.4082 -0.7535
C -2.2762 -1.7065 -1.1346
N -1.6043 -1.5671 0.0983
C -0.4012 -0.6809 -0.0201
C -0.4827 0.8152 0.1123
C 3.4512 1.7648 -0.4657
C 3.0682 1.6368 0.9589
O 1.9772 2.1227 1.4837
H -4.4209 -2.3060 -1.4755
H -3.3829 -3.4687 -0.5748
H -3.9052 -1.9747 0.2451
H -2.5192 -0.7667 -1.5833
H -1.7174 -2.2622 -1.9508
H 0.2615 -0.8911 0.8175
H 0.1490 -0.9112 -0.9485
H 0.5290 1.2713 0.1061
H -0.8429 0.9496 1.1292
H -1.2537 1.3219 -0.5412
H 2.8992 2.6283 -0.8689
H 4.5011 1.7563 -0.7251
H 2.6379 0.8200 0.0341
H 3.9269 1.2951 1.5943
*
```

Properties
HOMO = -1.05 eV
Energy relative to the best compared isomer or geometry (same formula, charge and spin) = 520.6 kJ/mol
Kohn-Sham gap = 3.75 eV


no.,energy (eV)
1,-7424.264
2,-74020.887
3,-96215.719
4,-69058.738
5,-9981.228